# 1
DFT (ωB97M-V/def2-TZVPD) results for 13 unconnected molecules or ions with the total composition C6H35NO13.

Results
Orbital gap: 9.0 eV
E_HOMO: -9.1 eV
Energy: -34894.6816 eV
Lowest unoccupied orbital energy: -0.0935 eV
Largest force on an atom: 5.634 eV Å⁻¹
Energy above the lowest of the compared OMol25 structures with the same formula, charge and spin: 105.7 kcal/mol
Net charge: 0

Structure (XYZ):
```
55
Properties=species:S:1:pos:R:3:forces:R:3:mulliken_charge:R:1
O 2.2547 1.7043 -0.6195 1.20 -0.98 -0.51 -0.69
C 1.9851 0.7155 0.0253 -2.20 0.63 1.61 -0.04
C 0.6898 0.8718 0.8945 0.67 0.35 2.61 1.21
C 0.4541 -0.3003 1.9267 -2.21 0.21 -0.32 -0.29
C 0.6767 -0.1577 3.4430 1.04 2.35 -2.51 0.72
C 1.2381 -1.1407 4.1409 0.00 -0.27 -2.34 -1.17
C 0.2052 1.3075 3.8186 2.54 -1.62 3.23 -1.14
N -0.4284 0.9712 0.0214 -0.73 -0.14 -2.12 -0.12
H 2.4485 -0.3168 0.0923 0.25 1.06 -0.63 0.35
H 0.7307 1.8707 1.4506 0.76 -1.36 -0.69 -0.30
H 0.7795 -1.2278 1.4704 0.46 -0.37 0.21 0.49
H -0.6910 -0.4076 1.9503 1.57 0.12 -0.30 -0.59
H 1.2882 -1.2414 5.1637 0.16 0.41 2.27 0.38
H 1.6714 -2.0127 3.6088 -0.66 0.58 0.16 0.23
H 0.5667 2.2202 3.2773 0.21 -1.37 0.35 0.30
H 0.5407 1.3683 4.9346 -0.94 0.50 -1.80 0.31
H -0.8372 1.3004 3.7500 -1.83 0.17 0.12 0.31
H -1.3025 0.5535 0.3288 0.32 0.38 0.19 0.17
H -0.5343 1.9085 -0.3843 -0.06 -0.79 0.27 0.12
H -3.5151 1.3436 0.2148 -0.02 0.43 -2.79 0.32
H -3.7855 0.7254 -1.1670 -0.03 -0.21 -0.30 0.30
O -3.5404 1.5727 -0.7950 0.18 -0.18 3.06 -0.64
H 2.6538 -0.5419 -3.8486 0.71 0.47 -0.06 0.37
H 1.3182 -1.1149 -3.8069 -0.87 -0.31 0.32 0.36
O 2.0845 -1.1146 -4.3655 0.32 -0.13 -0.45 -0.66
H 1.0968 -2.2782 -1.0831 -2.29 0.77 -1.24 0.30
H 2.6151 -2.1427 -1.3955 -2.43 -1.37 2.10 0.37
O 1.8981 -2.5398 -0.7286 5.55 0.62 -0.75 -0.60
H -0.7826 1.3126 -4.2392 -0.71 -1.08 -0.65 0.32
H -1.1513 0.2838 -5.3621 0.68 -0.24 -1.38 0.31
O -1.3960 0.5850 -4.5117 0.07 1.21 2.10 -0.63
H -0.6959 -1.5694 -2.9830 -1.80 0.30 -1.38 0.23
H -0.0689 -0.6645 -1.9135 -0.60 1.61 0.78 0.34
O 0.0301 -1.4514 -2.4197 1.64 -1.27 0.67 -0.79
H 3.8011 1.7072 -3.2466 0.12 -2.02 -0.56 0.32
H 3.3870 1.1934 -2.0269 -0.16 -1.45 -0.11 0.37
O 3.6643 0.7719 -2.8907 0.05 3.46 0.72 -0.68
H -2.9907 -3.3478 0.5070 1.31 -0.64 0.91 0.32
H -1.5009 -3.8566 0.6127 0.35 -0.33 -0.72 0.37
O -2.2915 -3.6937 1.1299 -1.44 0.53 -0.88 -0.69
H -1.5235 4.6697 -1.1833 -0.40 -1.25 0.54 0.29
H -2.0986 3.2788 -0.6248 -2.32 -1.09 -0.43 0.27
O -1.3757 3.8521 -0.6589 2.67 2.33 -0.14 -0.61
H -1.8562 -2.6111 2.2854 -0.60 -0.55 0.40 0.47
H -2.6790 -2.4262 3.6033 -2.22 -1.52 1.40 0.26
O -1.9993 -2.0879 3.0995 2.69 2.19 -1.23 -0.65
H -0.5853 -3.0029 -1.4489 0.78 -3.42 1.25 0.41
H 0.3172 -4.2231 -1.6802 1.69 -0.78 -1.07 0.30
O -0.3545 -3.9866 -1.0852 -2.98 3.93 -0.04 -0.72
H -2.5956 -0.7654 2.2672 -0.33 0.31 0.68 0.16
H -3.3702 0.6726 2.1956 -0.02 0.27 1.14 0.34
O -3.0599 -0.0849 1.7256 -0.03 -0.33 -1.66 -0.64
H 0.4503 4.3625 0.7318 2.76 0.88 1.97 0.30
H 1.6915 4.8879 0.2770 2.17 1.03 -3.11 0.29
O 1.3977 4.6944 1.1132 -5.09 -2.01 1.10 -0.61
```
Positions in Å, forces in eV/Å.

# 2
DFT (ωB97M-V/def2-TZVPD) results for 13 unconnected molecules or ions with the total composition C6H35NO13.

Results
Orbital gap: 9.8 eV
E_HOMO: -9.7 eV
Energy: -34898.5236 eV
Lowest unoccupied orbital energy: 0.1133 eV
Largest force on an atom: 2.490 eV Å⁻¹
Energy above the lowest of the compared OMol25 structures with the same formula, charge and spin: 17.1 kcal/mol
Net charge: 0

Structure (XYZ):
```
55
Properties=species:S:1:pos:R:3:forces:R:3:mulliken_charge:R:1
C -0.6454 -1.0555 0.5032 -2.43 0.51 0.19 -0.01
N -1.9355 -1.6870 0.8406 0.11 -0.32 -0.26 0.05
C -2.3437 -2.9227 0.4896 -0.27 0.62 1.00 0.06
O -3.5301 -3.2183 0.4321 0.26 -0.64 -0.20 -0.71
C -0.8603 -0.0385 -0.6450 0.91 -0.21 1.18 0.18
C -1.6099 1.2588 -0.2575 -0.62 -1.08 -0.19 -1.05
C -1.2994 1.9273 1.0355 0.85 0.17 0.16 0.16
C -1.2597 3.2412 1.1832 -0.52 0.48 0.23 -1.15
H 0.0435 -1.8286 0.2179 0.19 -0.03 0.20 0.31
H -0.4192 -0.5627 1.4519 1.04 -0.04 -0.39 -0.24
H -2.6924 -1.0854 1.1394 -0.08 0.19 -0.30 0.29
H -1.5300 -3.6590 0.4683 0.06 -0.10 -0.64 0.34
H -1.4745 -0.4744 -1.4189 0.22 -0.42 -0.34 0.51
H 0.1612 0.0728 -1.0300 -0.23 0.64 -0.38 -0.22
H -2.6605 0.9010 -0.1780 0.27 0.53 -0.31 0.55
H -1.4887 1.9265 -1.1128 -0.46 0.19 0.23 0.43
H -0.9968 1.3053 1.8763 -0.23 0.02 -0.16 0.37
H -1.6169 3.8999 0.4037 0.27 0.01 -0.30 0.30
H -0.9990 3.7616 2.1023 -0.03 -0.34 0.06 0.23
H 1.8378 -0.2465 -3.6116 0.03 0.01 0.16 0.31
H 0.5390 -0.7280 -4.2232 -0.19 -0.38 0.07 0.30
O 1.0614 0.0623 -4.0936 -0.15 0.43 -0.23 -0.69
H -4.6597 -1.9885 0.9596 -0.05 -0.09 0.42 0.39
H -5.0606 -1.1723 2.2729 0.08 -0.39 0.00 0.28
O -5.1278 -1.2076 1.3173 -0.07 0.60 -0.33 -0.71
H 3.8853 -1.3075 -2.2368 0.32 -0.11 -0.40 0.29
H 2.8793 -0.9651 -1.1856 -0.30 -0.16 -0.22 0.40
O 3.0172 -0.9123 -2.1562 0.07 -0.01 0.50 -0.64
H 0.4200 2.8882 -2.1724 0.00 -0.16 0.05 0.41
H 1.4229 3.9164 -1.7027 -0.04 -0.19 0.25 0.29
O 0.9861 3.1062 -1.3997 -0.57 0.85 0.12 -0.64
H 1.0086 1.4709 0.2310 0.16 0.89 -0.29 0.15
H 2.2974 2.0776 1.0001 -0.28 0.44 -0.72 0.21
O 1.6807 1.3504 0.9053 0.57 -1.16 1.04 -0.50
H 1.1016 -2.0574 -1.6786 0.42 0.45 -0.38 0.21
H 0.1262 -3.1312 -1.8300 -0.28 -0.01 -0.60 0.31
O 0.4750 -2.3810 -2.3367 -0.17 -0.64 0.79 -0.60
H 0.5613 -0.5751 3.9885 0.05 -0.43 -0.19 0.37
H -0.5847 -1.2583 4.6525 -0.18 -0.35 0.13 0.29
O 0.2284 -1.4826 4.1907 -0.18 0.70 0.30 -0.68
H 1.5029 -3.6091 2.3980 -0.26 0.03 0.19 0.26
H 0.3708 -2.6447 2.8892 0.33 0.35 0.12 0.35
O 0.8842 -2.9279 2.1081 0.28 -0.81 -0.36 -0.64
H -0.4744 2.9310 -4.3805 -0.19 0.29 0.13 0.29
H -0.1172 1.6103 -3.8020 0.11 -0.27 0.34 0.40
O -0.6052 2.4248 -3.5701 0.31 -0.25 -0.44 -0.65
H 2.4559 2.1901 -1.5650 0.23 -0.39 -0.84 0.38
H 3.0036 0.9233 -2.3100 0.15 0.33 0.16 0.40
O 3.0512 1.8928 -2.2839 0.38 -0.10 0.30 -0.75
H 2.5993 -0.6600 0.8813 -0.27 -0.08 -0.01 0.30
H 1.9342 -2.0550 1.0697 -0.04 0.27 -0.02 0.34
O 2.4494 -1.5079 0.4375 0.36 0.17 0.06 -0.79
H 0.1621 1.8349 3.7014 0.31 -0.27 -0.14 0.30
H 1.1043 1.2822 2.5691 -0.30 -0.10 0.17 0.39
O 0.7407 1.0944 3.4644 0.04 0.40 0.11 -0.71
```
Positions in Å, forces in eV/Å.

# 3
DFT (ωB97M-V/def2-TZVPD) results for 14 unconnected molecules or ions with the total composition C6H36O15.

Results
Orbital gap: 9.6 eV
E_HOMO: -9.8 eV
Energy: -37518.6060 eV
Lowest unoccupied orbital energy: -0.2559 eV
Largest force on an atom: 2.392 eV Å⁻¹
Energy above the lowest of the compared OMol25 structures with the same formula, charge and spin: 20.7 kcal/mol
Net charge: 0

Structure (XYZ):
```
57
Properties=species:S:1:pos:R:3:forces:R:3:mulliken_charge:R:1
O -1.5094 -2.1603 -1.1338 -0.09 0.63 0.81 -0.62
C -0.4246 -2.6036 -1.4097 0.31 -1.40 -1.91 0.55
O -0.2664 -3.2834 -2.5803 0.26 0.44 0.02 -0.50
C 0.8642 -2.5834 -0.6676 -0.78 0.14 1.14 -0.55
C 1.5233 -1.2115 -0.6211 -0.22 1.08 0.96 -0.47
C 0.5954 -0.0022 -0.3488 -0.56 -1.65 -0.40 0.18
C -0.8542 1.5523 -1.5633 1.00 0.27 -0.30 -1.36
C -0.0711 0.4724 -1.6198 -0.84 0.61 1.08 0.67
H -1.0226 -3.0895 -3.1494 -0.24 -0.18 0.08 0.38
H 0.5706 -2.8863 0.3377 0.15 0.22 0.39 0.33
H 1.5619 -3.3411 -1.0008 -0.07 -0.02 -0.47 0.38
H 2.1922 -1.2403 0.2347 0.50 -0.07 -0.50 0.01
H 2.0170 -0.9864 -1.5464 0.78 -0.20 -0.34 0.49
H -0.1733 -0.3585 0.3450 -0.15 0.02 -0.16 -0.48
H 0.9978 0.8015 0.2585 0.66 -0.13 -0.74 0.64
H -1.3090 2.0581 -2.4021 -0.23 -0.24 -0.15 0.04
H -0.8081 2.1417 -0.6557 -0.29 0.04 0.09 0.32
H 0.0195 -0.1488 -2.4997 0.11 0.04 -0.26 0.32
H -2.2812 -0.3537 4.0094 -0.10 -0.08 0.16 0.32
H -1.9765 1.1106 3.9780 -0.03 0.13 0.19 0.33
O -2.0506 0.3761 4.6021 -0.10 -0.09 -0.46 -0.72
H -3.1615 -1.1386 0.9415 -0.18 -0.27 0.27 0.27
H -1.7376 -1.4607 0.8954 0.10 -0.15 0.11 0.18
O -2.4313 -1.2836 1.5575 -0.08 0.35 -0.72 -0.69
H -1.0289 -1.9253 2.6846 0.20 -0.05 0.19 0.33
H 0.2016 -1.2894 3.4039 -0.08 -0.26 -0.33 0.39
O -0.0955 -2.0669 2.8878 0.11 0.00 0.08 -0.65
H -3.5517 0.9093 1.0913 0.03 0.08 0.08 0.36
H -4.8072 0.1855 1.5272 -0.20 0.07 0.13 0.32
O -4.4878 1.0566 1.2733 0.19 0.00 -0.09 -0.62
H 0.4577 0.4599 -4.6564 -0.20 0.09 -0.11 0.31
H -0.5754 -0.4719 -5.3332 0.00 0.45 0.08 0.35
O 0.3337 -0.4177 -5.0219 0.58 -0.65 -0.05 -0.65
H 4.5698 -0.5679 1.3299 0.43 -0.25 -0.30 0.36
H 4.9622 0.6434 0.5766 0.29 0.07 -0.27 0.30
O 5.2776 -0.2555 0.7259 -0.34 0.24 0.53 -0.66
H 0.3776 0.8163 3.4932 0.27 -0.14 -0.02 0.50
H -0.0880 0.0514 4.6992 0.28 0.28 0.25 0.40
O 0.7321 0.2654 4.2182 -0.31 -0.14 0.10 -0.74
H 0.4351 4.8431 -2.5266 0.62 0.06 0.66 0.32
H -0.9835 4.8872 -2.5358 -0.60 0.16 0.59 0.30
O -0.2761 4.9598 -1.8799 -0.04 -0.21 -1.21 -0.63
H -1.9665 0.3476 -3.7338 -0.08 -0.23 0.29 0.33
H -1.9642 1.6051 -4.5521 -0.11 0.03 -0.21 0.35
O -2.1465 0.6626 -4.6231 -0.24 0.25 -0.01 -0.66
H 5.4674 -0.4081 -1.3195 -0.19 -0.20 0.12 0.34
H 4.9945 -0.6431 -2.7826 0.13 -0.02 0.05 0.29
O 4.8050 -0.1585 -1.9754 -0.12 0.19 -0.31 -0.61
H -3.1518 3.1009 2.4316 0.19 -0.25 0.33 0.31
H -2.3835 3.3200 1.1877 0.32 0.10 0.02 0.30
O -2.2367 3.0711 2.1124 -0.68 0.18 -0.52 -0.65
H 2.6999 0.3124 2.3276 -0.23 -0.11 0.33 0.24
H 2.5427 -1.1597 2.8016 -0.16 0.24 0.09 0.27
O 2.9928 -0.5878 2.1702 0.18 -0.15 -0.03 -0.67
H 0.7280 2.2839 2.0047 -0.24 0.15 -0.03 0.31
H -0.7806 1.9861 1.8087 0.30 -0.01 0.30 0.21
O 0.0940 1.5621 1.9069 -0.18 0.55 0.41 -0.65
```
Positions in Å, forces in eV/Å.